No. 1
110
Properties=species:S:1:pos:R:3:forces:R:3:mulliken_charge:R:1 method="wB97M-V/def2-TZVPD" max_force_ev_per_a=3.36 molar_mass_da=1275.6 total_energy_ev=-107048.335 relative_energy_kcal_mol=0.00 charge=+2 homo_lumo_gap_ha="0.1845 / 0.1843"
Os 0.98134 -0.51768 -0.02591 -2.913 1.119 1.254 0.48
I 3.24384 0.69993 0.55332 0.224 0.118 -0.249 0.22
C 4.11127 -0.58950 1.91932 0.315 -0.016 0.033 0.43
C 5.41455 -0.91123 1.66397 0.064 -0.077 0.202 -0.54
C 6.17903 -1.57702 2.64572 -0.032 0.052 -0.147 -0.99
C 5.63017 -1.78902 3.87149 -0.049 0.006 0.059 -0.80
C 4.28034 -1.44799 4.14586 0.058 -0.057 0.090 1.03
C 3.78202 -1.60328 5.46028 0.041 -0.044 -0.022 -1.00
C 2.50183 -1.25423 5.76194 -0.071 0.030 -0.064 -1.26
C 1.64099 -0.85708 4.72477 0.015 -0.058 0.074 -0.65
C 2.05838 -0.72041 3.41952 0.097 -0.110 -0.006 0.91
P 0.65204 -0.49456 2.26215 -0.224 0.130 0.103 2.39
C -0.08560 1.04924 2.87597 0.267 0.141 0.008 0.66
C -1.44588 1.29550 2.73472 0.014 0.089 0.037 0.20
C -2.00994 2.45401 3.24577 -0.024 -0.053 0.043 -0.75
C -1.20961 3.38358 3.89910 0.011 0.013 0.006 -0.94
C 0.15425 3.16037 4.01846 0.014 -0.007 -0.042 -1.03
C 0.71817 2.00121 3.50270 0.021 -0.010 0.040 -1.14
C -0.53430 -1.80835 2.67860 -0.140 0.051 0.021 1.08
C -0.60726 -2.95349 1.88564 0.030 -0.062 0.029 -0.67
C -1.48892 -3.97538 2.20940 0.013 0.031 -0.014 -0.98
C -2.29301 -3.87375 3.33364 0.017 -0.001 0.029 -0.74
C -2.23832 -2.73090 4.12045 -0.028 0.001 -0.010 -1.01
C -1.37922 -1.69702 3.78771 -0.032 0.006 -0.019 -0.50
C 3.44400 -0.91495 3.12750 0.051 0.026 -0.035 -0.37
H 5.87934 -0.62470 0.72973 -0.005 -0.014 -0.012 0.55
H 7.20087 -1.85710 2.43166 0.010 0.034 0.017 0.46
H 6.22358 -2.20816 4.67417 -0.017 -0.038 -0.013 0.45
H 4.44746 -1.98814 6.22286 0.000 0.019 0.002 0.46
H 2.12879 -1.31777 6.77444 -0.018 -0.036 -0.010 0.47
H 0.60697 -0.67604 4.98047 -0.001 -0.019 0.002 0.36
H -2.06204 0.55563 2.25296 -0.060 0.009 -0.030 -0.32
H -3.07681 2.61903 3.16295 0.007 0.000 -0.019 0.61
H -1.65229 4.27616 4.32124 0.001 0.003 -0.014 0.47
H 0.78237 3.88408 4.52101 0.003 -0.006 -0.004 0.53
H 1.78288 1.83578 3.60577 -0.013 -0.002 0.042 0.49
H 0.02637 -3.05893 1.01586 0.027 0.008 -0.021 0.39
H -1.54884 -4.85023 1.57557 0.041 -0.019 0.025 0.54
H -2.96023 -4.68251 3.60048 -0.029 0.018 -0.028 0.45
H -2.87055 -2.64037 4.99376 -0.015 0.011 -0.015 0.49
H -1.39642 -0.79592 4.38669 0.048 -0.020 0.035 0.41
Te -2.95163 2.56204 -0.30261 -0.027 -0.149 0.175 0.46
C -3.33639 3.12292 -2.29284 0.095 0.126 -0.148 0.34
C -2.71999 4.23623 -2.84606 -0.040 0.013 0.013 -0.37
C -2.99653 4.54195 -4.17316 -0.027 0.027 -0.110 -0.41
N -3.81599 3.82639 -4.94009 0.034 -0.080 0.182 -0.55
C -4.41273 2.77257 -4.38608 0.002 0.063 -0.127 -0.42
C -4.21023 2.37523 -3.06970 0.052 0.002 0.032 -0.41
C -1.48039 1.20129 -0.94586 1.078 -0.737 1.614 -0.66
P -1.53870 -0.60401 -0.71552 1.374 -0.910 -1.368 2.27
C -3.22504 -1.19054 -0.39573 0.064 -0.047 0.452 0.78
C -3.88417 -1.95334 -1.36137 -0.008 0.046 -0.021 -1.02
C -5.18454 -2.38405 -1.13967 0.024 -0.022 0.004 -0.81
C -5.82897 -2.08500 0.04962 -0.013 -0.020 0.026 -0.76
C -5.16978 -1.35498 1.02943 0.000 -0.026 0.012 -0.98
C -3.87508 -0.92009 0.81196 -0.003 -0.057 -0.107 -0.11
C -1.20106 -1.23386 -2.39349 -0.387 0.062 -0.233 0.56
C -0.35129 -2.31947 -2.57748 -0.215 -0.135 -0.028 -0.82
C -0.10485 -2.80488 -3.85643 -0.056 0.035 0.020 -0.53
C -0.71322 -2.21243 -4.95055 0.001 0.023 -0.037 -1.01
C -1.57508 -1.13396 -4.77213 0.019 0.021 -0.038 -0.52
C -1.81934 -0.64645 -3.50183 0.144 0.012 0.043 -0.03
P 0.27894 1.50299 -1.03988 0.300 0.200 -1.923 0.67
C 0.76441 1.29090 -2.78012 0.115 0.065 -0.018 1.51
C 1.75503 0.39081 -3.15491 0.051 0.017 -0.021 -0.42
C 2.14387 0.28706 -4.48522 -0.031 0.025 0.010 -0.59
C 1.54933 1.09356 -5.44275 -0.016 0.001 0.008 -0.89
C 0.54628 1.98616 -5.07815 0.009 -0.015 -0.013 -0.72
C 0.15047 2.07793 -3.75625 -0.069 -0.035 0.043 -0.41
C 0.76522 3.20058 -0.68056 -0.067 -0.065 0.363 1.01
C 1.46390 3.99872 -1.58755 0.069 0.023 -0.062 -1.06
C 1.72713 5.32588 -1.27852 0.013 -0.042 -0.013 -0.78
C 1.31659 5.85805 -0.06449 0.001 -0.019 0.010 -0.82
C 0.67369 5.05157 0.86655 0.002 0.006 -0.025 -0.95
C 0.40234 3.73051 0.55946 0.019 -0.010 0.086 0.19
H -2.04790 4.85812 -2.26829 0.008 -0.006 -0.013 0.44
H -2.53530 5.40488 -4.64078 -0.004 0.002 0.005 0.42
H -5.08963 2.21638 -5.02490 0.002 -0.006 0.005 0.41
H -4.72683 1.51127 -2.67117 -0.006 0.001 -0.003 0.47
H -3.39416 -2.21676 -2.28637 -0.017 0.003 -0.002 0.44
H -5.68933 -2.96290 -1.90136 0.011 -0.017 0.006 0.49
H -6.83674 -2.43811 0.22334 -0.013 0.036 -0.015 0.44
H -5.66346 -1.13032 1.96535 0.009 -0.007 0.008 0.49
H -3.37788 -0.38028 1.59868 0.001 0.039 0.047 0.30
H 0.10833 -2.80251 -1.72919 0.032 0.011 0.022 0.22
H 0.55846 -3.64916 -3.99291 -0.012 -0.012 0.006 0.49
H -0.52420 -2.59095 -5.94672 0.001 0.006 0.003 0.40
H -2.05607 -0.67587 -5.62666 0.014 0.004 -0.009 0.49
H -2.48381 0.20068 -3.36793 -0.002 0.008 -0.008 0.10
H 2.24928 -0.24347 -2.42290 -0.014 0.003 0.032 -0.20
H 2.91547 -0.41632 -4.76870 -0.002 -0.004 0.003 0.46
H 1.86439 1.02670 -6.47568 -0.014 -0.008 -0.001 0.39
H 0.07551 2.61128 -5.82580 -0.011 -0.014 -0.002 0.51
H -0.64146 2.76490 -3.47861 0.014 0.012 -0.002 0.36
H 1.81019 3.59767 -2.52963 -0.069 0.002 -0.019 0.49
H 2.25449 5.94417 -1.99246 0.005 -0.004 0.007 0.49
H 1.50702 6.89914 0.16041 0.028 -0.009 0.011 0.44
H 0.37956 5.45350 1.82715 -0.011 0.000 -0.008 0.49
H -0.08931 3.10293 1.28953 -0.105 0.024 -0.028 0.01
C 3.01129 -3.73674 1.03515 -0.137 -0.078 -0.013 -1.22
C 2.95268 -2.90785 -0.23222 0.086 0.444 0.024 0.86
C 3.16659 -3.73391 -1.48270 -0.096 -0.033 -0.073 -1.60
O 1.66728 -2.26881 -0.34878 0.096 -0.084 -0.140 0.39
H 4.01585 -4.14121 1.16829 -0.011 -0.003 -0.007 0.45
H 2.31143 -4.57327 0.98212 0.001 0.011 -0.001 0.38
H 2.76767 -3.13678 1.91153 -0.019 -0.005 0.024 0.16
H 3.72724 -2.13689 -0.18224 -0.005 0.032 -0.039 -0.19
H 2.36187 -4.46379 -1.59296 0.024 -0.015 0.009 0.37
H 4.11227 -4.27296 -1.42048 -0.003 0.006 -0.012 0.43
H 3.18539 -3.10184 -2.37182 -0.004 -0.002 0.006 0.29

---

No. 2
112
Properties=species:S:1:pos:R:3:forces:R:3:mulliken_charge:R:1 method="wB97M-V/def2-TZVPD" max_force_ev_per_a=0.31 molar_mass_da=895.4 total_energy_ev=-94348.939 relative_energy_kcal_mol=0.00 charge=+2 homo_lumo_gap_ha=0.3036
Mg 0.08104 0.16659 -0.02785 0.256 -0.143 -0.111 1.85
C -0.00264 -0.03729 -5.50509 -0.005 0.010 0.007 -0.99
N 0.29041 0.54420 -4.19935 0.087 0.054 0.083 0.46
C -0.01788 0.02660 -2.98958 -0.072 0.010 0.002 -0.46
N 0.37571 0.85329 -2.02417 -0.180 -0.230 0.118 0.34
C 0.94423 1.93831 -2.63330 0.107 0.000 -0.040 -1.06
C 0.91578 1.75417 -3.99550 -0.066 -0.018 -0.008 0.76
C 1.37582 2.62402 -5.08838 0.001 0.032 0.026 -0.22
C 2.33008 2.17956 -6.00111 -0.006 0.018 -0.014 -0.07
C 2.76817 3.02085 -7.01146 0.004 0.000 -0.012 -0.82
C 2.26091 4.30907 -7.11027 0.007 0.009 -0.006 -0.41
C 1.31589 4.75798 -6.19869 0.000 -0.002 0.005 -0.82
C 0.87216 3.91870 -5.18900 0.022 -0.001 -0.013 -0.07
C 1.48650 3.05258 -1.84680 0.056 0.043 -0.008 0.49
C 0.78708 3.52419 -0.73853 -0.054 0.020 0.011 -0.24
C 1.33549 4.50762 0.06919 0.016 0.043 0.014 -0.67
C 2.58009 5.04212 -0.23807 -0.033 -0.001 0.000 -0.61
C 3.26424 4.60296 -1.36393 0.016 0.013 -0.006 -0.83
C 2.72246 3.61139 -2.16600 -0.002 -0.005 0.022 -0.41
P -0.94026 -1.52530 -2.74281 -0.019 -0.031 -0.018 -0.53
C 0.16780 -2.35619 -1.55552 -0.039 0.077 0.007 -0.66
N 0.56476 -1.86099 -0.38530 -0.185 0.129 -0.115 0.36
C 1.27968 -2.84148 0.24527 0.014 -0.044 -0.031 -1.18
C 1.33870 -3.94623 -0.57331 0.020 0.044 -0.028 0.42
N 0.62723 -3.61800 -1.70479 0.044 -0.010 0.098 0.37
C 0.38959 -4.51573 -2.82977 0.002 -0.007 0.007 -1.01
C 1.94617 -5.26850 -0.35337 -0.011 -0.006 0.036 -0.20
C 2.94648 -5.74475 -1.19735 0.008 -0.021 0.004 -0.15
C 3.51998 -6.98441 -0.96239 0.004 -0.014 -0.001 -0.80
C 3.10015 -7.74957 0.11655 0.000 -0.016 0.002 -0.40
C 2.10592 -7.27752 0.96184 0.011 0.005 -0.001 -0.83
C 1.52822 -6.03966 0.72909 0.022 0.003 -0.011 -0.05
C 1.75945 -2.70635 1.62852 0.042 -0.026 0.027 0.97
C 0.90559 -2.19318 2.60298 0.001 -0.006 0.034 -0.56
C 1.30266 -2.15357 3.93118 0.030 0.039 0.005 -0.72
C 2.55998 -2.61791 4.29425 -0.018 0.022 0.011 -0.64
C 3.42452 -3.10793 3.32474 0.009 -0.019 0.000 -0.87
C 3.02600 -3.15758 1.99769 -0.033 0.009 -0.010 -0.19
C -2.18786 -0.89869 -1.56282 0.107 0.015 -0.001 -0.17
N -1.94135 -0.26108 -0.42175 0.145 0.065 0.033 -0.06
C -3.14812 0.04166 0.15256 -0.020 -0.056 -0.064 0.34
C -4.14978 -0.41457 -0.67777 0.009 -0.012 0.045 0.05
N -3.51954 -1.00697 -1.74808 0.028 0.049 0.074 0.67
C -4.20780 -1.63664 -2.86925 -0.004 0.003 -0.018 -0.91
C -5.61931 -0.33130 -0.59864 -0.024 0.033 -0.007 -0.89
C -6.25209 0.89235 -0.80704 0.007 -0.033 -0.001 0.37
C -7.63303 0.97912 -0.72926 -0.011 -0.001 0.001 -0.86
C -8.38458 -0.15290 -0.44563 -0.008 0.002 0.005 -0.35
C -7.75762 -1.37380 -0.23985 -0.026 -0.005 0.002 -0.85
C -6.37660 -1.46506 -0.31580 0.009 0.011 -0.013 0.12
C -3.22770 0.71729 1.45650 -0.040 0.058 0.061 1.12
C -2.09623 1.29728 2.02698 0.121 -0.047 0.051 -0.29
C -2.14510 1.93943 3.25257 -0.064 -0.014 0.021 -1.48
C -3.34753 2.01409 3.94076 0.051 0.001 -0.006 -0.44
C -4.48058 1.43029 3.39544 -0.019 0.008 0.017 -1.00
C -4.42519 0.78662 2.16980 0.023 -0.010 -0.029 -0.50
H -0.89523 -0.65229 -5.43133 0.016 -0.011 -0.025 0.40
H 0.83352 -0.64343 -5.84851 -0.019 -0.005 -0.027 0.33
H -0.17435 0.77092 -6.21077 -0.004 -0.026 -0.014 0.36
H 2.74382 1.18201 -5.91310 0.001 -0.013 0.006 0.46
H 3.51011 2.67459 -7.71800 0.005 -0.003 -0.002 0.42
H 2.60530 4.96501 -7.89801 0.001 0.004 -0.008 0.43
H 0.92148 5.76172 -6.27607 -0.003 0.012 -0.001 0.44
H 0.13581 4.26445 -4.47472 -0.014 0.005 0.007 0.48
H -0.20565 3.14317 -0.51785 0.015 -0.030 -0.015 0.45
H 0.78464 4.87156 0.92634 -0.002 0.002 0.009 0.49
H 3.00466 5.81682 0.38614 0.001 0.020 0.008 0.49
H 4.22261 5.03545 -1.61907 0.010 0.000 0.002 0.46
H 3.26334 3.26129 -3.03627 0.000 -0.011 -0.006 0.57
H 0.31936 -5.53167 -2.45053 -0.007 -0.003 -0.033 0.35
H 1.20840 -4.45471 -3.54428 -0.020 -0.021 -0.015 0.33
H -0.54270 -4.24170 -3.31537 0.013 -0.017 -0.023 0.41
H 3.29004 -5.14107 -2.02896 -0.001 0.016 -0.007 0.46
H 4.29894 -7.35241 -1.61589 0.007 0.004 -0.013 0.42
H 3.54987 -8.71585 0.29925 0.005 -0.010 0.001 0.43
H 1.78007 -7.87558 1.80163 -0.010 -0.002 0.010 0.44
H 0.75380 -5.66509 1.38649 -0.012 0.003 0.011 0.49
H -0.09552 -1.87200 2.33440 -0.007 -0.006 -0.020 0.48
H 0.62492 -1.77550 4.68498 -0.008 0.001 0.004 0.48
H 2.86082 -2.60528 5.33321 0.012 0.001 0.013 0.52
H 4.40632 -3.46725 3.60222 0.006 -0.003 0.014 0.45
H 3.69257 -3.56401 1.24681 0.000 -0.008 -0.013 0.61
H -5.13913 -1.10478 -3.04385 0.004 -0.022 -0.023 0.32
H -4.42625 -2.67872 -2.64250 -0.016 0.005 -0.024 0.32
H -3.58287 -1.57580 -3.75599 -0.023 -0.026 0.002 0.41
H -5.65911 1.77302 -1.02023 0.004 0.010 0.000 0.47
H -8.12419 1.92915 -0.88950 0.002 0.009 0.000 0.43
H -9.46168 -0.08289 -0.38234 -0.016 0.000 -0.002 0.43
H -8.34499 -2.25352 -0.01507 -0.002 -0.007 0.003 0.42
H -5.88461 -2.41393 -0.13897 0.010 -0.009 0.006 0.48
H -1.12308 1.26190 1.54382 -0.057 0.135 -0.041 0.86
H -1.24629 2.37843 3.66384 0.005 0.007 0.014 0.49
H -3.39902 2.51692 4.89637 0.004 0.006 0.010 0.43
H -5.42018 1.47074 3.92944 -0.005 0.005 0.007 0.45
H -5.32134 0.33191 1.77440 0.002 -0.008 -0.003 0.47
C 3.76289 0.04597 0.00194 0.099 0.015 0.042 -0.81
S 2.90209 1.46279 0.66766 -0.069 0.050 0.167 0.79
O 1.53270 0.88069 1.06527 -0.219 -0.018 -0.226 -0.57
C 3.75866 1.64964 2.20223 -0.046 -0.145 -0.030 0.38
C 3.60920 0.69256 3.19832 0.054 0.051 0.022 0.01
C 4.30247 0.86148 4.38396 -0.027 -0.023 -0.031 -0.68
C 5.13213 1.96512 4.55559 0.005 0.011 0.005 -0.59
C 5.26782 2.91055 3.55083 0.015 0.015 -0.017 -0.68
C 4.56999 2.76131 2.35952 0.014 0.050 0.033 -0.61
H 3.69734 -0.77622 0.71367 -0.012 -0.008 -0.002 0.10
H 4.80108 0.33451 -0.16079 0.002 -0.008 -0.019 0.60
H 3.29302 -0.21116 -0.94736 -0.014 0.004 -0.006 0.26
H 2.95116 -0.15336 3.05004 -0.024 -0.035 0.009 0.10
H 4.19907 0.13198 5.17588 -0.005 -0.005 0.004 0.48
H 5.67292 2.09091 5.48380 0.000 -0.005 0.007 0.40
H 5.90906 3.76891 3.69501 0.003 0.006 0.001 0.42
H 4.65166 3.50180 1.57377 -0.014 -0.004 -0.032 0.41